# 1
# C5H13NO3

A cluster of 2 separate species, C5H13NO3 in total in a non-equilibrium geometry (the ωB97M-V functional and the def2-TZVPD basis, the OMol25 dataset).

Results
- HOMO level (eV) = -9.5
- SMILES = CC(C)[C@@H](N)C(=O)O.O
- Kohn-Sham gap (eV) = 10.279

CARTESIAN COORDINATES (ANGSTROEM)
C: 1.411 1.447 -0.072
C: -0.091 1.571 -0.417
C: -0.300 2.343 -1.728
C: -0.723 0.156 -0.572
N: 0.089 -0.738 -1.388
C: -0.842 -0.479 0.792
O: -0.617 0.052 1.837
O: -1.256 -1.754 0.664
H: 1.755 2.345 0.436
H: 1.601 0.569 0.548
H: 1.952 1.367 -1.005
H: -0.578 1.921 0.486
H: 0.267 3.271 -1.640
H: 0.133 1.800 -2.546
H: -1.354 2.544 -1.832
H: -1.756 0.327 -0.888
H: 0.768 -0.231 -1.918
H: -0.414 -1.429 -1.920
H: -1.106 -2.232 1.492
O: 1.650 -2.164 1.027
H: 1.213 -1.992 0.172
H: 2.545 -1.852 0.843

***

# 2
# C30H45N7

A cluster of 7 separate species, C30H45N7 in total in a non-equilibrium geometry (the ωB97M-V functional and the def2-TZVPD basis, the OMol25 dataset).

Results
- HOMO level (eV) = -9.3
- SMILES = c1ccncc1.c1ccncc1.CCCC#N.CCCC#N.CCCC#N.CCCC#N.CCCC#N
- Kohn-Sham gap (eV) = 9.557

CARTESIAN COORDINATES (ANGSTROEM)
C: -2.393 0.435 0.112
C: -1.846 -0.791 -0.348
C: -1.494 -1.733 0.570
N: -1.419 -1.472 1.878
C: -2.042 -0.322 2.317
C: -2.486 0.653 1.492
H: -2.804 1.131 -0.604
H: -1.774 -0.900 -1.420
H: -0.944 -2.616 0.277
H: -2.146 -0.155 3.380
H: -2.966 1.491 1.975
C: 3.402 1.353 -6.806
C: 3.335 2.689 -7.172
C: 2.916 3.570 -6.138
N: 2.592 3.136 -4.910
C: 2.423 1.772 -4.678
C: 2.943 0.896 -5.578
H: 3.813 0.662 -7.528
H: 3.394 2.946 -8.219
H: 2.565 4.546 -6.437
H: 2.366 1.544 -3.623
H: 3.184 -0.125 -5.323
C: -4.240 3.167 -6.735
C: -5.370 3.940 -5.940
C: -5.941 4.941 -6.936
C: -7.216 5.540 -6.623
N: -8.139 6.134 -6.343
H: -4.733 2.291 -7.156
H: -3.500 2.820 -6.014
H: -3.710 3.764 -7.477
H: -5.181 4.602 -5.095
H: -6.094 3.223 -5.550
H: -6.124 4.546 -7.935
H: -5.200 5.711 -7.152
C: 7.841 -3.068 1.876
C: 6.375 -3.460 1.750
C: 5.504 -2.187 1.432
C: 6.107 -1.086 0.522
N: 6.535 -0.342 -0.161
H: 7.933 -2.128 2.420
H: 8.419 -2.738 1.012
H: 8.399 -3.800 2.459
H: 6.133 -4.036 2.643
H: 6.400 -4.022 0.816
H: 5.373 -1.650 2.372
H: 4.525 -2.466 1.040
C: -3.508 5.107 12.194
C: -2.903 3.824 11.704
C: -3.139 3.368 10.281
C: -3.038 1.901 10.099
N: -3.019 0.769 9.984
H: -4.594 5.097 12.281
H: -3.261 5.891 11.477
H: -3.029 5.282 13.158
H: -3.258 3.091 12.428
H: -1.838 3.822 11.937
H: -2.296 3.858 9.795
H: -4.123 3.706 9.956
C: 2.210 -4.306 10.203
C: 2.572 -4.515 8.703
C: 1.611 -3.721 7.792
C: 1.901 -2.252 7.741
N: 2.184 -1.111 7.768
H: 1.280 -4.773 10.529
H: 2.105 -3.247 10.436
H: 3.071 -4.594 10.806
H: 2.546 -5.592 8.534
H: 3.540 -4.199 8.313
H: 0.572 -3.923 8.050
H: 1.647 -4.094 6.768
C: -1.168 -3.113 -8.784
C: -1.061 -4.018 -10.094
C: -0.510 -3.170 -11.287
C: -1.189 -1.935 -11.678
N: -1.824 -1.008 -12.001
H: -1.900 -2.353 -9.058
H: -0.292 -2.467 -8.715
H: -1.352 -3.772 -7.936
H: -2.014 -4.310 -10.534
H: -0.498 -4.911 -9.821
H: -0.697 -3.801 -12.156
H: 0.554 -2.933 -11.313

***

# 3
# CH3N2O2

The ion CH3N2O2 with charge +1 in a non-equilibrium geometry (the ωB97M-V functional and the def2-TZVPD basis, the OMol25 dataset).

Results
- HOMO level (eV) = -15.3
- SMILES = C1=[NH+]OON1
- net charge = +1
- Kohn-Sham gap (eV) = 9.771

CARTESIAN COORDINATES (ANGSTROEM)
C: -0.711 0.025 0.053
N: -0.019 1.140 -0.102
O: 1.390 0.727 -0.070
O: 1.400 -0.691 0.006
N: 0.022 -1.050 -0.023
H: -1.855 -0.131 0.107
H: -0.233 1.980 0.405
H: 0.006 -2.001 -0.374

***

# 4
# C19H33AlGe2O7P2S3

A structure of composition C19H33AlGe2O7P2S3 (the ωB97M-V functional and the def2-TZVPD basis, the OMol25 dataset).

Results
- HOMO level (eV) = -7.8
- Kohn-Sham gap (eV) = 7.670

CARTESIAN COORDINATES (ANGSTROEM)
Al: 0.820 -1.799 0.821
C: -0.720 2.496 3.181
C: 0.072 1.409 2.454
Ge: -1.079 0.276 1.276
C: -2.238 -0.871 2.440
C: -3.386 -0.097 3.088
C: -2.201 1.498 0.216
C: -1.968 1.393 -1.099
Ge: -0.632 -0.083 -1.343
C: -1.349 -1.713 -2.263
C: -1.996 -1.464 -3.627
C: 1.167 0.375 -2.088
C: 1.133 0.965 -3.496
C: -2.599 2.184 -2.169
C: -3.561 3.163 -1.904
C: -4.138 3.888 -2.930
C: -3.770 3.657 -4.249
C: -2.814 2.694 -4.532
C: -2.238 1.971 -3.500
H: -0.048 3.157 3.732
H: -1.420 2.068 3.897
H: -1.286 3.106 2.474
H: 0.578 0.752 3.166
H: 0.843 1.858 1.831
H: -1.595 -1.330 3.195
H: -2.638 -1.680 1.829
H: -3.023 0.665 3.776
H: -4.025 -0.778 3.652
H: -4.002 0.394 2.332
H: -2.911 2.206 0.638
H: -2.062 -2.189 -1.592
H: -0.498 -2.388 -2.369
H: -2.864 -0.810 -3.541
H: -2.329 -2.413 -4.049
H: -1.292 -1.020 -4.334
H: 1.726 -0.562 -2.075
H: 1.665 1.050 -1.394
H: 0.660 0.280 -4.203
H: 2.149 1.150 -3.847
H: 0.593 1.913 -3.517
H: -3.863 3.357 -0.883
H: -4.882 4.642 -2.702
H: -4.226 4.223 -5.051
H: -2.519 2.504 -5.556
H: -1.489 1.223 -3.723
S: -0.051 -5.684 -0.928
C: 0.244 -4.225 -0.267
S: 1.742 -3.319 -0.626
S: -0.859 -3.366 0.760
C: 5.367 -1.911 1.806
C: 4.085 -1.270 2.335
O: 4.329 -0.597 3.574
P: 2.890 -2.594 2.803
O: 3.077 -2.797 4.342
O: 3.312 -3.965 2.193
O: 1.441 -2.272 2.496
P: 3.445 -0.092 1.030
O: 3.374 1.255 1.928
O: 4.350 0.075 -0.108
O: 1.985 -0.471 0.729
H: 5.752 -2.654 2.504
H: 6.113 -1.133 1.653
H: 5.175 -2.386 0.844
H: 4.117 0.342 3.465
H: 3.621 -2.108 4.761
H: 2.924 -4.122 1.292
H: 3.819 1.972 1.449

***

Sequential energy above the lowest of the compared OMol25 structures with the same formula, charge and spin output: 7.86, 98.60, 108.06, 18.14 kcal/mol